1.
Entry from the Open Molecules 2025 dataset: a molecular structure, C3H3NO (wB97M-V/def2-TZVPD).

## Properties
Charge: 0
Electronic energy, Ha: -245.9555
ΔE to the lowest compared entry with this formula, charge and spin, kcal per mole: 85.38
Frontier orbital gap, eV: 8.89
Lowest unoccupied orbital energy, eV: -0.59

Element x y z (Å)
C: 0.21 0.18 -0.19
C: 1.51 0.25 -0.02
N: -0.94 0.80 -0.40
C: -1.66 -0.19 0.07
O: -2.73 -0.70 0.03
H: -0.48 -0.95 0.41
H: 2.14 -0.62 -0.01
H: 1.95 1.23 0.11

2.
Entry from the Open Molecules 2025 dataset: C30H43N5O3 in the gas phase (wB97M-V/def2-TZVPD).

## Properties
Charge: 0
Electronic energy, Ha: -1668.5253
ΔE to the lowest compared entry with this formula, charge and spin, kcal per mole: 2.87
SMILES: CC(C)(C)OC(=O)N1CCC(c2c(C(=O)NC[C@@H]3CCN(C4CCCC4)C3)cnn2-c2ccccc2)CC1
Frontier orbital gap, eV: 9.15
Lowest unoccupied orbital energy, eV: 0.73

Element x y z (Å)
C: -1.36 -3.51 -0.30
H: -1.41 -3.43 0.78
H: -1.09 -2.54 -0.71
H: -2.34 -3.80 -0.68
C: -0.32 -4.55 -0.71
C: -0.36 -4.78 -2.22
H: -0.22 -3.83 -2.73
H: -1.32 -5.20 -2.51
H: 0.43 -5.46 -2.52
C: -0.53 -5.87 0.04
H: 0.22 -6.60 -0.26
H: -0.45 -5.71 1.11
H: -1.52 -6.27 -0.19
O: 1.01 -4.05 -0.47
C: 1.36 -3.63 0.75
O: 0.71 -3.76 1.77
N: 2.61 -3.06 0.75
C: 3.26 -2.66 -0.48
H: 3.00 -3.38 -1.26
C: 2.83 -1.25 -0.88
H: 1.76 -1.25 -1.08
H: 3.35 -0.95 -1.79
C: 3.11 -0.27 0.26
C: 2.60 1.09 -0.07
C: 1.29 1.55 -0.15
C: 1.41 2.95 -0.33
N: 2.67 3.31 -0.34
N: 3.38 2.19 -0.19
C: 4.79 2.29 -0.17
C: 5.57 1.41 -0.91
C: 6.95 1.54 -0.88
C: 7.54 2.54 -0.13
C: 6.76 3.43 0.58
C: 5.38 3.31 0.56
H: 4.75 3.99 1.10
H: 7.21 4.22 1.15
H: 8.62 2.64 -0.11
H: 7.56 0.86 -1.45
H: 5.11 0.66 -1.53
H: 0.64 3.67 -0.47
C: 0.02 0.79 -0.14
O: -0.12 -0.31 -0.64
N: -0.99 1.44 0.50
H: -0.83 2.37 0.83
C: -2.34 0.94 0.50
H: -2.28 -0.13 0.28
C: -3.22 1.63 -0.55
H: -2.75 1.48 -1.53
C: -4.64 1.05 -0.54
N: -5.35 1.95 0.35
C: -6.78 1.77 0.53
C: -7.08 0.49 1.35
H: -7.35 0.73 2.37
C: -8.21 -0.23 0.61
H: -8.19 -1.30 0.78
H: -9.18 0.15 0.95
C: -7.99 0.15 -0.85
H: -8.87 -0.03 -1.47
H: -7.16 -0.43 -1.26
C: -7.62 1.63 -0.77
H: -8.53 2.23 -0.68
H: -7.08 1.97 -1.65
H: -6.19 -0.13 1.38
H: -7.11 2.65 1.08
C: -4.93 3.28 -0.05
H: -5.19 4.00 0.73
C: -3.42 3.12 -0.24
H: -3.05 3.77 -1.04
H: -2.90 3.40 0.68
H: -5.41 3.60 -0.99
H: -4.66 0.03 -0.17
H: -5.05 1.06 -1.56
H: -2.78 1.08 1.49
C: 2.47 -0.77 1.56
H: 1.39 -0.78 1.45
C: 2.94 -2.20 1.86
H: 2.43 -2.58 2.75
H: 4.02 -2.23 2.02
H: 2.73 -0.11 2.39
H: 4.20 -0.21 0.42
H: 4.34 -2.70 -0.30

3.
Entry from the Open Molecules 2025 dataset: 3 unconnected molecules or ions with the total composition C44H32NO8P (wB97M-V/def2-TZVPD).

## Properties
Charge: 0
Electronic energy, Ha: -2693.9728
SMILES: CC(=O)N(C(C)=O)c1ccc(P(C)C)c2c1C(=O)C=CC2=O.O=C1c2ccccc2C(=O)c2ccccc21.O=C1c2ccccc2C(=O)c2ccccc21
Frontier orbital gap, eV: 7.23
Lowest unoccupied orbital energy, eV: -1.24

Element x y z (Å)
C: 4.56 4.40 5.20
C: 4.85 5.87 5.02
O: 5.97 6.27 5.13
N: 3.83 6.80 4.67
C: 3.72 7.92 5.55
C: 2.74 8.99 5.13
O: 4.35 8.03 6.55
C: 2.57 6.28 4.16
C: 2.35 6.49 2.80
C: 1.21 6.03 2.15
C: 0.22 5.32 2.84
P: -1.26 4.72 1.94
C: -0.65 4.60 0.19
C: -1.30 2.92 2.39
C: 0.43 5.13 4.22
C: 1.58 5.60 4.88
C: 1.71 5.32 6.34
O: 2.23 6.06 7.12
C: 1.09 4.05 6.80
C: 0.00 3.63 6.19
C: -0.57 4.39 5.06
O: -1.75 4.44 4.84
H: 5.47 3.85 4.99
H: 3.75 4.04 4.58
H: 4.31 4.26 6.25
H: 3.10 9.91 5.58
H: 1.79 8.77 5.60
H: 2.64 9.09 4.06
H: 3.09 7.01 2.21
H: 1.09 6.20 1.10
H: -1.09 3.71 -0.25
H: 0.43 4.46 0.17
H: -0.94 5.47 -0.39
H: -1.27 2.29 1.50
H: -2.19 2.69 2.96
H: -0.43 2.65 2.99
H: 1.49 3.53 7.66
H: -0.55 2.75 6.50
C: -0.86 -5.10 -0.63
C: -0.21 -3.97 -1.12
C: -0.83 -2.73 -1.03
C: -2.09 -2.62 -0.46
C: -2.75 -3.76 0.01
C: -2.12 -5.00 -0.07
C: -4.12 -3.68 0.58
O: -4.69 -4.67 0.99
C: -4.78 -2.35 0.62
C: -6.09 -2.25 1.09
C: -6.71 -1.02 1.15
C: -6.04 0.13 0.74
C: -4.75 0.04 0.26
C: -4.12 -1.20 0.19
C: -2.73 -1.28 -0.36
O: -2.15 -0.28 -0.72
H: -0.37 -6.06 -0.69
H: 0.76 -4.05 -1.57
H: -0.33 -1.84 -1.40
H: -2.62 -5.88 0.31
H: -6.60 -3.15 1.42
H: -7.73 -0.95 1.52
H: -6.53 1.09 0.79
H: -4.23 0.93 -0.07
C: 4.15 -4.04 -6.04
C: 4.22 -4.32 -7.40
C: 3.21 -5.03 -8.01
C: 2.12 -5.48 -7.27
C: 2.06 -5.22 -5.90
C: 3.08 -4.49 -5.29
C: 0.93 -5.72 -5.08
O: 0.87 -5.49 -3.88
C: -0.13 -6.52 -5.75
C: -1.17 -7.05 -4.99
C: -2.17 -7.79 -5.60
C: -2.14 -7.99 -6.98
C: -1.10 -7.48 -7.74
C: -0.09 -6.75 -7.13
C: 1.03 -6.22 -7.96
O: 1.06 -6.41 -9.16
H: 4.94 -3.48 -5.56
H: 5.07 -3.98 -7.98
H: 3.25 -5.24 -9.07
H: 3.02 -4.28 -4.23
H: -1.19 -6.88 -3.92
H: -2.97 -8.20 -5.01
H: -2.92 -8.57 -7.45
H: -1.07 -7.64 -8.81

4.
Entry from the Open Molecules 2025 dataset: 10 unconnected molecules or ions with the total composition C34H95N7O13 (wB97M-V/def2-TZVPD).

## Properties
Charge: 0
Electronic energy, Ha: -2713.6408
ΔE to the lowest compared entry with this formula, charge and spin, kcal per mole: 16.25
SMILES: COC[C@H](C)N.COC[C@H](C)N.COC[C@H](C)N.COC[C@H](C)N.COC[C@H](C)N.COC[C@H](C)N.COC[C@H](C)N.OCCO.OCCO.OCCO
Frontier orbital gap, eV: 9.45
Lowest unoccupied orbital energy, eV: 0.28

Element x y z (Å)
C: 31.63 -0.98 6.64
C: 31.11 -0.95 8.06
O: 32.24 -0.84 8.93
O: 32.39 -2.17 6.49
H: 32.25 -0.10 6.44
H: 30.78 -0.94 5.93
H: 30.59 -1.90 8.25
H: 30.42 -0.16 8.34
H: 32.80 -1.60 8.72
H: 32.88 -2.05 5.63
C: 29.09 1.41 2.15
C: 29.40 2.13 3.43
O: 30.02 1.27 4.35
O: 30.32 0.91 1.61
H: 28.72 2.16 1.45
H: 28.38 0.58 2.28
H: 28.47 2.61 3.81
H: 30.01 3.03 3.25
H: 30.50 1.86 4.99
H: 30.60 0.24 2.25
C: 30.95 7.72 2.71
C: 31.10 6.66 3.79
O: 31.73 5.49 3.30
O: 32.20 8.34 2.46
H: 30.15 8.45 2.92
H: 30.63 7.17 1.82
H: 30.09 6.34 4.06
H: 31.52 7.09 4.70
H: 32.50 5.76 2.79
H: 32.07 9.00 1.78
C: 22.64 8.31 9.72
C: 22.46 7.24 10.80
C: 23.78 6.79 11.39
O: 24.51 6.07 10.42
C: 25.80 5.68 10.87
N: 21.59 7.80 11.84
H: 21.92 8.22 8.91
H: 23.61 8.22 9.22
H: 22.59 9.31 10.15
H: 21.96 6.39 10.34
H: 23.56 6.12 12.23
H: 24.33 7.65 11.80
H: 26.29 6.45 11.48
H: 26.38 5.39 10.00
H: 25.66 4.84 11.56
H: 21.38 7.15 12.59
H: 22.12 8.55 12.28
C: 33.22 -1.72 1.97
C: 34.15 -1.22 3.06
C: 33.68 0.17 3.52
O: 34.03 1.15 2.58
C: 33.37 2.37 2.79
N: 34.06 -2.07 4.28
H: 33.56 -2.65 1.51
H: 33.26 -1.06 1.10
H: 32.19 -1.76 2.30
H: 35.16 -1.21 2.64
H: 34.10 0.48 4.49
H: 32.60 0.13 3.72
H: 32.32 2.29 2.48
H: 33.81 3.21 2.24
H: 33.36 2.66 3.85
H: 35.02 -2.32 4.51
H: 33.70 -2.98 3.99
C: 26.48 1.05 11.73
C: 27.96 1.14 12.03
C: 28.45 2.50 12.51
O: 28.37 3.47 11.50
C: 28.96 4.70 11.84
N: 28.37 0.08 12.97
H: 25.93 0.85 12.65
H: 26.26 0.20 11.08
H: 26.07 1.93 11.24
H: 28.50 0.95 11.09
H: 29.49 2.34 12.85
H: 27.85 2.85 13.36
H: 30.01 4.59 12.16
H: 28.37 5.27 12.57
H: 29.07 5.22 10.89
H: 28.39 -0.78 12.43
H: 29.33 0.24 13.25
C: 29.93 2.61 7.61
C: 30.25 3.75 6.65
C: 30.68 5.03 7.36
O: 29.73 5.50 8.31
C: 28.54 6.03 7.78
N: 31.33 3.26 5.77
H: 29.73 1.72 7.02
H: 29.02 2.88 8.14
H: 30.76 2.40 8.29
H: 29.39 3.98 6.01
H: 30.80 5.81 6.60
H: 31.60 4.88 7.92
H: 28.67 7.07 7.47
H: 27.83 6.05 8.61
H: 28.15 5.48 6.93
H: 32.20 3.26 6.29
H: 31.50 3.98 5.06
C: 27.23 9.54 9.87
C: 28.13 10.67 9.39
C: 27.87 11.03 7.94
O: 28.16 9.88 7.11
C: 27.97 10.20 5.74
N: 27.96 11.82 10.28
H: 26.16 9.75 9.78
H: 27.44 9.23 10.90
H: 27.40 8.66 9.25
H: 29.17 10.31 9.40
H: 28.63 11.75 7.62
H: 26.86 11.40 7.76
H: 28.60 11.05 5.45
H: 26.93 10.33 5.46
H: 28.38 9.32 5.23
H: 26.98 12.10 10.21
H: 28.44 12.64 9.89
C: 27.26 -1.06 8.26
C: 25.93 -0.61 7.66
C: 26.06 0.80 7.10
O: 26.20 1.64 8.22
C: 26.12 3.00 7.90
N: 25.50 -1.58 6.62
H: 28.08 -1.26 7.56
H: 27.16 -2.07 8.68
H: 27.63 -0.41 9.06
H: 25.17 -0.61 8.44
H: 25.14 1.06 6.57
H: 26.88 0.86 6.38
H: 26.20 3.60 8.81
H: 25.14 3.27 7.48
H: 26.86 3.34 7.16
H: 26.34 -1.82 6.09
H: 25.36 -2.46 7.11
C: 34.01 2.16 8.08
C: 35.22 2.54 7.21
C: 35.23 4.04 6.86
O: 34.02 4.40 6.20
C: 33.89 5.79 6.13
N: 36.41 2.26 8.05
H: 34.01 2.73 9.01
H: 34.06 1.10 8.31
H: 33.09 2.43 7.57
H: 35.27 1.94 6.30
H: 36.08 4.22 6.19
H: 35.26 4.64 7.78
H: 33.04 6.07 5.51
H: 34.72 6.24 5.57
H: 33.83 6.30 7.10
H: 36.54 1.26 8.04
H: 37.23 2.63 7.55